(1)
18
Properties=species:S:1:pos:R:3:forces:R:3 method="wB97M-V/def2-TZVPD" smiles="C=C/C(=C/C)NC" charge=0 e_above_lowest_kcal_mol=85.66 e_homo_ev=-7.54
C -0.1811 0.4581 -0.0664 -0.48 -0.16 -1.17
C 0.8860 -1.4463 1.2053 0.28 0.40 -0.30
H 0.5874 -2.0342 2.0713 -0.25 -0.05 -0.11
H 1.9252 -1.1773 1.4053 0.01 0.12 -0.23
C 2.2255 0.4714 -0.8296 -1.32 1.25 -0.34
C -2.5446 -0.3525 -0.2667 1.18 -1.34 0.71
H -0.7796 -0.5003 1.6970 -0.72 0.76 -0.61
N -0.0183 -0.2967 1.0786 1.28 -1.04 1.10
C -1.6218 0.6319 -0.4061 -0.83 0.52 0.25
H 0.2609 1.3193 -1.7567 0.92 0.52 -0.36
H -2.0213 1.6044 -0.6925 0.32 0.46 1.05
H 0.8329 -2.0594 0.3021 0.13 -0.23 0.14
C 0.7841 0.9722 -0.8714 -1.06 -1.60 0.33
H -3.2828 -0.3959 0.5316 -1.49 0.98 -1.37
H 2.6915 0.7595 -1.7676 0.36 -0.19 0.08
H 2.1272 -0.5999 -0.7310 0.77 -0.14 -0.04
H -2.2366 -1.3736 -0.5157 0.63 -0.03 0.84
H 2.7417 0.9334 0.0091 0.28 -0.23 0.05

=====

(2)
16
Properties=species:S:1:pos:R:3:forces:R:3 method="wB97M-V/def2-TZVPD" smiles=CC.CC charge=0 e_above_lowest_kcal_mol=1.03 e_homo_ev=-11.85
H -2.3597 -0.1209 -0.1372 -0.11 -0.11 0.07
H 2.1988 0.3965 0.1265 -0.10 0.05 0.06
H -1.3015 -1.4325 1.7321 -0.17 0.06 -0.11
H -1.1442 0.0287 2.6896 -0.06 0.02 -0.03
H 3.1280 0.5240 -1.3260 0.03 -0.03 -0.24
H 0.9301 -0.3110 -2.5785 0.20 -0.20 -0.13
C -1.1683 -0.3512 1.6658 0.21 0.11 0.20
H -3.1790 0.4159 1.3407 -0.09 0.06 -0.05
H -0.1763 -0.1700 1.2539 0.08 -0.09 -0.04
H 1.7082 1.5288 -1.1333 -0.15 0.13 0.02
C 1.2420 -0.5693 -1.5677 0.07 0.35 0.36
C 2.1068 0.5363 -0.9512 0.07 -0.26 0.14
C -2.2212 0.3683 0.8289 0.28 -0.29 -0.18
H 0.3252 -0.6995 -0.9898 0.02 -0.03 0.00
H 1.7866 -1.5146 -1.5440 -0.15 -0.01 -0.23
H -1.8755 1.3705 0.5902 -0.14 0.24 0.16

=====

(3)
12
Properties=species:S:1:pos:R:3:forces:R:3 method="wB97M-V/def2-TZVPD" smiles="C=C(C)OC=O" charge=0 e_above_lowest_kcal_mol=22.08 e_homo_ev=-9.89
H -0.9231 2.1772 -0.0672 -0.03 -0.14 0.03
H -0.4687 0.6412 -2.0703 -0.04 -0.11 0.09
C -0.3944 0.1442 0.0008 -0.11 0.39 -0.08
C -0.6413 1.3267 0.5414 0.01 -0.11 -0.08
H 0.3604 -0.8851 -1.7178 -0.08 0.10 0.06
H -0.5474 1.4616 1.6142 -0.01 0.03 -0.16
O 2.1524 -0.5161 0.3605 -0.35 -0.20 0.34
C 1.3088 -1.0294 1.0423 0.35 0.06 -0.17
H -1.4097 -0.8008 -1.6437 0.13 0.03 0.10
H 1.5019 -1.6793 1.9061 0.01 -0.08 -0.15
O -0.0210 -0.8861 0.8875 0.09 0.03 0.05
C -0.4847 -0.2503 -1.4390 0.03 0.02 -0.03

=====

(4)
99
Properties=species:S:1:pos:R:3:forces:R:3 method="wB97M-V/def2-TZVPD" charge=+1 e_above_lowest_kcal_mol=6.96 e_homo_ev=-10.04
C -0.4219 -5.3275 2.4155 0.02 0.01 -0.02
C 2.5156 -1.4826 1.9078 0.09 -0.16 0.00
C 1.3611 3.8881 2.1172 -0.14 0.03 0.17
H 0.9356 -0.0659 -2.6657 0.01 -0.01 -0.06
H -3.9544 -0.5350 -1.7344 -0.01 -0.08 -0.02
N 0.8230 0.2684 2.1679 0.40 -0.05 0.18
H -0.5951 -8.4026 1.1778 0.01 0.01 -0.01
C -1.6375 1.8643 4.0302 -0.14 0.10 0.09
C -0.9430 1.4904 2.8874 0.34 -0.13 0.44
C 4.6131 -1.3479 3.0778 -0.01 0.04 0.01
H -1.2431 1.6010 5.0039 -0.02 -0.01 -0.01
C -0.1858 -4.0424 1.9838 0.05 0.10 -0.01
H -0.4070 -1.9209 -1.8884 -0.04 0.00 0.00
N 0.0666 -3.6941 0.7142 -0.17 -0.13 -0.01
O -3.2822 0.6906 -6.1145 -0.07 0.08 -0.02
O -4.2588 3.8872 -4.3917 0.03 0.03 -0.02
C 4.5250 -0.5914 -2.2424 -0.05 -0.02 -0.01
H 0.2944 3.9890 1.9240 -0.02 0.03 -0.01
H -2.4737 -0.5593 -3.6985 -0.01 0.00 0.02
H 2.6516 1.3240 3.7985 -0.01 -0.03 -0.01
H 5.7239 1.1626 -2.5109 0.00 0.00 0.00
C -1.7278 2.6094 -2.4894 0.05 0.16 0.10
N -1.3690 -0.9956 0.4145 0.16 -0.19 -0.16
C 4.8116 0.7601 -2.0906 -0.06 0.04 0.06
H 4.2188 2.6636 -1.3259 0.00 -0.03 0.01
C -3.3126 2.0906 -6.3828 0.04 -0.12 0.05
N -0.0724 0.0247 -2.5749 -0.06 -0.01 0.21
C -0.7516 3.9414 -0.9213 0.03 -0.01 -0.03
H -0.1889 -3.2362 2.7118 0.01 0.03 -0.03
H -4.3230 2.4938 -6.3359 -0.01 0.03 0.00
H -4.1709 3.4937 2.5040 0.00 -0.01 0.01
H 4.5746 2.0997 1.1824 -0.01 0.00 -0.01
H -3.4477 -1.3247 0.3691 0.00 0.05 0.01
H 5.1994 -1.2514 -2.7690 0.01 0.02 0.01
H 0.2834 -4.4371 -1.1984 -0.02 0.02 0.00
C -1.2178 5.0915 -1.5351 0.00 -0.02 0.00
H 4.0592 -2.9608 1.7729 0.00 0.00 0.01
H 2.0095 4.5647 -1.4364 0.00 0.01 0.00
H -2.5110 -2.4759 -0.5571 -0.06 -0.01 -0.02
H -2.6339 -2.1592 -3.0215 0.00 0.01 0.00
H -0.7241 -1.7951 0.4014 0.06 -0.02 0.10
N 0.2813 0.7906 3.1550 -0.52 0.23 -0.07
C -3.2562 2.9251 2.6215 0.01 0.01 -0.04
H 3.0416 -2.1194 -1.7892 0.02 0.01 0.01
H -0.1692 4.0095 -0.0179 0.04 0.01 0.07
H -2.5537 0.4226 -1.3787 -0.04 0.02 0.05
C 2.5354 -0.1865 -1.0556 -0.03 -0.26 0.11
C -2.5199 2.5574 1.4959 -0.07 -0.03 0.08
C -3.1268 3.4604 -4.3547 -0.06 0.05 -0.04
C 4.1344 3.0519 1.4817 0.21 0.00 0.09
H -0.1151 -6.7795 -0.6254 0.00 0.00 0.01
C -1.3329 1.8320 1.5910 0.05 -0.15 -0.16
H -3.8194 0.2404 -6.7760 0.03 -0.01 0.01
C -1.9888 4.9725 -2.6756 -0.05 0.14 0.03
H -3.3794 2.8795 4.7667 0.00 0.01 0.00
C -2.8161 2.5824 3.8924 0.05 -0.04 0.04
H -0.7889 -7.9030 2.8084 0.00 0.02 0.01
C 2.5981 4.7650 -0.5386 -0.02 0.22 -0.12
C -0.7029 -1.3031 -2.7403 0.06 0.04 0.03
H 4.8433 3.8421 1.2218 0.01 -0.03 0.03
H -2.4000 5.8431 -3.1709 -0.01 -0.03 -0.02
F 1.3262 -0.6789 -0.5393 0.31 -0.42 0.24
C -0.4045 -6.3716 1.4816 -0.01 -0.12 0.04
C -2.6033 -1.4142 -0.3126 -0.05 -0.03 0.16
H 2.2495 5.7102 -0.1117 0.03 -0.01 -0.03
C 3.9562 1.6163 -1.4087 0.08 0.04 -0.09
H -2.8710 2.2973 -7.3591 0.02 0.00 -0.02
Si 2.4635 3.3711 0.7064 -0.02 -0.34 -0.17
C 2.9713 0.3895 3.3579 0.11 0.02 0.09
H 4.0408 3.0365 2.5698 0.04 0.03 -0.03
C -2.2158 -1.1681 -2.8238 0.00 -0.04 -0.03
H -0.3363 -1.8109 -3.6363 0.00 0.02 -0.04
C 4.2168 -0.1429 3.6462 0.00 -0.01 0.00
H -1.6155 -0.8824 1.3934 0.07 0.10 0.02
C 0.0740 -4.7028 -0.1667 0.07 0.09 -0.03
C 3.7598 -2.0190 2.2146 -0.06 0.06 0.00
H -1.9606 1.6145 -2.8367 -0.01 0.01 -0.04
N 1.8443 1.9205 -0.0851 0.14 -0.47 -0.16
H 5.5867 -1.7601 3.3083 0.00 0.01 0.00
H 1.4638 3.1851 2.9484 -0.01 0.04 -0.02
H -2.8965 2.8561 0.5218 -0.02 0.01 0.01
C -2.8777 -0.6028 -1.5694 0.06 0.04 -0.02
C 2.7569 1.1655 -0.8256 -0.08 0.37 0.14
Sc -0.0310 0.9236 0.0418 -0.19 0.62 -0.96
H 3.6326 4.9213 -0.8533 -0.02 0.00 -0.01
H -0.9827 6.0562 -1.1080 0.00 0.00 -0.01
H 1.8441 -2.0094 1.2458 -0.04 -0.05 0.01
C 3.3391 -1.0816 -1.7090 0.13 0.09 -0.09
N -2.5501 2.7227 -5.3493 -0.02 -0.02 0.12
H -0.6100 -5.5216 3.4637 0.00 0.00 -0.01
N -0.6243 -7.6593 1.8498 -0.02 0.04 0.00
C -0.1470 -6.0244 0.1496 0.01 0.02 -0.03
C -2.2379 3.7017 -3.1677 -0.02 -0.17 -0.09
H 1.7260 4.8585 2.4701 0.00 -0.04 0.00
C 2.1306 -0.2866 2.4878 -0.52 0.11 -0.20
H 4.8815 0.3875 4.3155 0.01 -0.01 0.00
H -0.3454 0.5968 -3.3670 -0.01 0.06 0.05
N -0.9931 2.7087 -1.3767 -0.06 -0.07 0.14
H -1.5996 2.4177 -5.2215 0.03 0.03 -0.08

=====

(5)
64
Properties=species:S:1:pos:R:3:forces:R:3 method="wB97M-V/def2-TZVPD" smiles="[H]/N=C/C[C@H]1CCNC1=O.CCOC(=O)OC.CCOC(=O)OC.CCOC(=O)OC" charge=0 e_homo_ev=-9.45
H -1.4423 4.3569 3.6653 -0.03 -0.10 0.27
H 1.5670 2.2714 3.3678 -0.19 0.09 0.02
C 0.2835 3.5380 4.6408 0.01 0.01 0.28
O -2.6680 1.7603 4.1308 -0.67 -0.18 -0.01
C 3.1458 3.8883 -0.6738 -0.04 0.01 0.02
H -4.1263 6.3935 4.5137 0.07 -0.12 0.00
C -1.2367 3.6969 4.5291 0.18 0.09 -0.34
H -1.2711 -9.6609 -1.3000 0.00 0.00 0.02
C -1.8802 -8.9838 -0.7042 0.00 0.04 0.01
H -1.3849 0.0043 -0.7296 0.01 -0.06 -0.04
H 0.3207 -3.9578 -0.5937 0.01 0.00 0.00
O -1.0535 -8.0465 -0.0051 -0.11 0.21 -0.04
C -1.8638 -2.8381 -5.4937 0.03 0.00 0.00
H 3.1253 4.9843 1.6760 0.02 0.01 0.01
N -0.4976 1.7563 3.3893 -0.08 0.86 -0.15
H -2.5777 -8.4614 -1.3570 0.00 -0.01 0.00
O -0.1097 -7.4857 -1.9770 -0.24 0.26 0.04
H -2.4151 -9.5252 0.0697 -0.01 0.00 -0.03
O 3.7499 3.2003 -1.6390 -0.07 0.13 0.06
H -2.3600 -3.6903 -5.9597 -0.01 0.01 -0.01
C -0.8361 0.4926 -1.5329 0.04 0.14 0.01
H 4.3195 6.2213 1.1811 -0.02 0.01 0.02
C -2.8619 5.4067 5.5090 0.26 -0.01 0.17
H 0.8508 4.4673 4.7622 -0.17 -0.14 -0.18
C 1.4956 -5.7585 -0.6977 0.03 -0.02 0.01
H -0.7359 1.2646 2.5386 0.23 -0.22 0.14
N -3.6378 5.4966 4.5194 -0.09 0.17 -0.16
H 1.6246 -3.9155 -1.7873 0.00 0.00 -0.01
H 2.0069 -6.3766 -1.4352 -0.02 0.00 0.00
H 0.5141 3.4041 2.4735 0.10 -0.10 0.22
C 2.9224 2.2251 -2.3045 0.02 -0.19 -0.01
C -1.1495 -3.2977 -4.2439 0.04 -0.06 0.04
O -0.3815 -2.2330 -3.6437 -0.08 0.23 -0.21
H 2.6043 3.4257 -4.0606 0.00 -0.03 -0.01
C 3.4845 5.6074 0.8586 0.00 -0.02 -0.02
C -2.0331 4.1657 5.7432 0.04 -0.18 0.25
H 2.6679 6.2308 0.4979 0.00 -0.01 0.00
C -0.2290 -7.3455 -0.7846 0.61 -0.63 0.05
O 4.0010 4.7957 -0.2016 -0.02 -0.08 -0.04
H 2.3540 1.6778 -1.5535 -0.01 0.01 -0.01
H -2.6169 -2.0880 -5.2575 0.00 0.00 0.00
H -1.3623 4.3355 6.5957 -0.13 -0.07 -0.16
H 0.4988 2.8824 5.4988 0.06 0.23 -0.11
C 0.8581 -4.5476 -1.3375 -0.04 0.05 0.02
O -2.2566 -1.4386 -2.6540 0.02 0.21 -0.32
C 0.5863 2.7590 3.3653 0.09 -0.30 -0.29
H 3.6332 1.5446 -2.7688 0.01 0.03 0.01
O 2.0164 3.7237 -0.2794 0.07 -0.01 0.00
O 0.5230 -6.5689 -0.0058 -0.23 0.14 -0.07
H -1.5137 1.1413 -2.0860 -0.02 -0.02 0.00
H 1.4679 2.0816 -3.8639 0.00 -0.01 0.00
C -1.6120 2.3147 4.0131 0.38 -0.12 0.04
C 2.0193 2.8600 -3.3350 -0.03 0.10 0.00
H 1.3012 3.5315 -2.8646 0.00 -0.03 0.01
O -0.2337 -0.4678 -2.4064 -0.03 0.09 -0.22
H -0.0098 1.0744 -1.1326 -0.03 0.02 0.01
H 0.1620 -4.8497 -2.1180 0.01 0.00 0.00
H -0.4048 -4.0599 -4.4656 -0.02 0.01 -0.02
H -1.1527 -2.4227 -6.2083 -0.01 0.00 0.00
H 2.2008 -5.4764 0.0815 -0.02 0.00 -0.01
H -2.7227 3.3523 6.0183 0.10 0.21 0.00
H -1.8454 -3.6888 -3.5023 -0.01 0.03 -0.01
H -2.7387 6.2162 6.2430 -0.11 -0.12 -0.04
C -1.0836 -1.3637 -2.9178 0.12 -0.57 0.78

=====

(6)
96
Properties=species:S:1:pos:R:3:forces:R:3 method="wB97M-V/def2-TZVPD" charge=-1 e_above_lowest_kcal_mol=0.00 e_homo_ev="-4.13 / -4.13" spin_multiplicity=2
H 5.6100 -2.0921 1.5934 -0.14 0.10 0.37
O -1.3531 3.3030 5.7136 0.09 0.10 -0.03
H 2.7566 1.1794 1.7686 0.29 -0.27 -0.06
C -2.8987 2.9406 -2.4551 -0.52 -0.19 0.61
C 0.6513 3.4384 -0.4943 0.12 0.37 -0.52
H 5.9155 -0.7700 2.8019 -0.14 -0.42 -0.03
H -2.9614 3.6407 -4.4976 0.45 -0.16 0.62
H 5.6365 1.2488 -3.6328 -0.23 0.31 -0.16
H 3.6689 -0.5259 4.0450 0.09 -0.14 -0.21
C 3.9957 -0.6256 1.8542 -0.90 -0.42 -0.59
S 0.0470 3.3913 3.4869 0.67 0.60 -0.82
H -1.6495 5.0875 6.5348 0.09 0.15 0.30
C -0.1479 -2.9209 3.5986 -0.10 -0.11 0.56
C 5.4703 -1.0305 1.8306 0.45 0.01 0.53
H 4.3808 1.4401 2.3673 0.40 0.24 0.67
C 0.4911 4.3492 -3.7289 0.17 0.36 -0.36
C 1.0780 -4.5173 2.5277 -0.52 0.14 0.45
N -0.5122 -2.2530 4.7492 -0.04 0.08 -0.49
H -2.1305 4.7114 -3.4061 0.19 -0.31 -0.05
N -2.9924 -2.7789 -4.3944 -0.12 0.74 0.28
C -4.0898 -3.6267 -2.0065 -0.20 -1.08 -0.78
N 3.2165 -1.3079 0.7926 -0.13 -0.14 -0.67
H -0.6670 5.1249 5.0749 0.31 0.41 -0.48
H 4.1567 1.1625 0.6769 -0.08 0.08 -0.13
C -3.9721 0.2238 1.8939 -0.34 -0.22 -0.04
C -0.8464 4.6010 5.9888 -0.07 -0.33 0.77
H -3.6653 3.6240 -2.0545 0.09 -0.19 -0.26
C 4.5195 -0.5923 -1.2191 -0.88 0.27 -0.78
H 0.0802 -1.5208 -3.1544 0.78 0.78 0.02
H -2.1897 -4.6815 -4.5668 0.31 -0.08 -0.43
C 3.8072 0.8682 1.6651 -0.20 0.44 -0.49
H -5.8704 0.2466 2.9034 -0.26 0.29 0.33
N 0.7410 -3.9103 3.6810 0.10 0.34 -0.27
H -4.9767 -5.2123 -0.8423 0.00 -0.03 -0.13
H -2.8113 -2.0859 -0.1152 -0.04 0.19 0.33
H 3.2630 0.0108 -4.2886 -0.32 -0.05 0.10
C -5.2346 -0.2771 2.2245 0.66 -0.32 -0.53
H 3.3461 -2.1403 3.3041 0.14 0.11 0.05
C 0.7406 -0.6151 -3.2843 -0.25 -1.57 -0.17
H -3.9531 -1.0066 -3.9147 0.07 0.08 0.00
H -0.0276 5.0724 -3.1016 -0.19 -0.27 0.08
C -5.0931 -3.5221 0.3318 0.52 -0.24 -0.53
H 0.7976 -0.4213 -4.3474 0.16 0.08 -0.29
H -5.5486 -4.1727 1.0749 -0.21 0.22 0.01
C -2.2484 3.6429 -3.6376 -0.24 0.53 -0.64
C -4.7574 -2.1596 0.8010 -0.33 -0.30 0.30
C 2.1368 -1.1844 -1.3134 0.65 0.34 0.25
S -1.5959 1.1233 4.4460 -0.39 -0.41 -0.01
H 0.2459 0.2105 -2.8268 -0.59 0.70 0.32
C 4.4777 -0.2348 -2.5737 0.21 -0.51 0.76
H 6.6187 0.2031 -2.6862 -0.19 -0.27 0.02
N -4.3202 -2.4049 -2.4393 0.27 1.45 -0.46
C -3.3435 -4.5072 -2.8037 0.46 -0.24 0.44
C 3.2889 -1.0569 3.1621 -0.52 0.15 -0.29
N -3.1500 -0.3976 1.0465 0.03 -0.20 0.24
H -3.4315 2.0307 -2.7735 0.24 0.23 0.07
H -3.6227 1.1340 2.3691 0.18 0.01 -0.21
H 1.2291 -1.4796 -0.7912 0.20 -0.06 -0.04
S -0.6535 3.0094 -4.2560 -0.04 0.62 0.05
H 0.8165 4.9509 -4.5980 -0.16 -0.44 0.12
H 6.0937 -0.4906 1.1277 -0.20 0.29 -0.32
H -1.4175 -1.7151 2.3213 -0.10 -0.47 -0.03
H -3.1486 -5.5369 -2.4876 -0.14 0.40 -0.09
C -3.7399 -2.0145 -3.5869 -0.16 -1.16 0.24
H 2.2042 -0.8107 3.0626 0.77 -0.12 0.06
H -6.6275 -1.8914 1.9142 0.88 0.18 -0.23
C 3.3344 -1.0414 -0.5661 0.21 0.06 0.97
N -0.4740 -3.2472 1.2720 0.10 -0.17 -0.04
C -3.5177 -1.5792 0.5483 -0.18 0.37 -0.35
H -0.9516 4.5903 -1.4360 -0.05 -0.13 -0.23
C 3.2535 -0.3064 -3.2459 0.53 0.13 -0.27
H 5.4218 -0.4896 -0.6497 0.26 -0.02 -0.05
H 1.1929 4.3920 -0.3685 0.09 -0.43 0.14
C -0.7744 -2.5982 2.3769 0.54 0.14 -0.38
H 2.4168 3.4009 -3.7569 0.13 -0.12 -0.08
Hg 0.0119 0.4583 1.3245 -0.04 0.03 0.05
C 1.7394 3.8237 -3.0195 0.02 -0.30 0.35
H 0.6903 -4.7240 0.4039 0.14 -0.06 0.05
H -1.1430 4.2491 0.2634 0.07 -0.12 -0.24
H 5.9169 -0.3707 -4.2131 -0.07 -0.11 0.11
H 0.7290 2.8459 0.4157 0.21 0.05 0.00
C -2.7829 -4.0198 -3.9672 -0.60 -0.11 0.56
C -0.8085 3.8146 -0.6929 -0.80 -0.34 0.73
C -4.7669 -4.1495 -0.8158 -0.06 0.39 1.02
C -5.6214 -1.4813 1.6704 -0.72 -0.33 0.03
C 5.7211 0.2167 -3.3133 0.12 0.08 0.29
C 0.4640 -4.2247 1.3358 -0.60 0.66 0.04
H 0.0907 -2.4401 5.5310 0.07 0.15 0.09
C -0.9704 2.6822 4.5713 -0.18 -0.69 0.57
C 2.0911 -0.7436 -2.6281 -0.54 -0.24 0.01
H 1.8414 -5.2732 2.6061 0.17 -0.19 -0.06
S -1.9174 2.3676 -1.0199 0.46 0.51 -0.49
H 2.2855 4.6380 -2.5156 -0.24 -0.15 -0.20
S 1.4576 2.4801 -1.8221 0.14 0.68 0.44
H 0.0800 4.5367 6.6015 -0.53 0.07 -0.42
H -0.8441 -1.2852 4.6541 0.27 -0.50 0.08